Record 1
93
Properties=species:S:1:pos:R:3:mulliken_charge:R:1 method="wB97M-V/def2-TZVPD" largest_force_ev_per_a=4.09 e_above_lowest_kcal_mol=24.7 spin_multiplicity=1 homo_lumo_gap_ev=10.9 smiles=FC(F)C(F)(F)COC(F)(F)C(F)F.ClC(Cl)Cl.ClC(Cl)Cl.ClC(Cl)Cl.CCCCCC.CCCCCC.CCCCCC
F -22.450 -19.887 -16.219 -0.14
C -23.155 -18.898 -15.688 -0.06
F -22.444 -17.787 -15.822 -0.28
C -24.603 -18.799 -16.173 1.26
F -25.138 -17.737 -15.610 -0.29
F -25.306 -19.899 -15.748 -0.31
C -24.688 -18.807 -17.659 -0.97
O -25.980 -18.877 -18.142 -0.39
C -26.590 -17.606 -18.565 0.86
F -26.728 -16.855 -17.457 -0.27
F -25.747 -16.909 -19.399 -0.28
C -28.012 -17.840 -19.264 0.17
F -28.627 -16.726 -19.739 -0.27
F -28.010 -18.625 -20.304 -0.23
H -23.143 -19.108 -14.618 0.19
H -24.107 -19.618 -18.099 0.22
H -24.157 -17.995 -18.156 0.53
H -28.693 -18.320 -18.560 0.20
Cl -24.366 -23.304 -23.336 -0.09
C -24.729 -25.026 -23.724 -0.17
Cl -26.074 -25.526 -22.637 -0.13
Cl -23.326 -26.124 -23.458 -0.11
H -25.089 -25.123 -24.748 0.43
Cl -17.523 -18.534 -23.497 -0.10
C -16.682 -20.013 -23.870 -0.11
Cl -17.544 -21.253 -24.873 -0.11
Cl -16.223 -20.816 -22.378 -0.10
H -15.775 -19.692 -24.383 0.41
Cl -20.785 -16.891 -25.465 -0.14
C -21.527 -18.297 -24.628 0.65
Cl -21.026 -19.823 -25.432 -0.09
Cl -23.324 -17.998 -24.741 -0.14
H -21.221 -18.192 -23.588 -0.30
C -23.509 -23.559 -19.389 -0.40
C -23.823 -24.990 -19.105 -0.75
C -22.784 -25.940 -19.744 -0.41
C -21.364 -25.992 -19.204 0.34
C -20.453 -27.048 -19.831 -0.56
C -18.995 -26.988 -19.223 -1.26
H -24.258 -22.997 -18.831 0.32
H -23.596 -23.277 -20.438 0.13
H -22.561 -23.115 -19.087 -0.05
H -23.943 -25.204 -18.043 0.32
H -24.824 -25.239 -19.456 0.43
H -22.712 -25.708 -20.807 -0.27
H -23.087 -26.985 -19.675 0.47
H -20.930 -25.001 -19.336 -0.41
H -21.440 -26.168 -18.131 0.50
H -21.013 -27.969 -19.669 0.45
H -20.379 -26.986 -20.917 0.26
H -18.543 -27.970 -19.364 0.39
H -18.301 -26.285 -19.684 0.29
H -18.951 -26.761 -18.158 0.31
C -22.149 -19.597 -20.443 -0.48
C -20.623 -19.605 -20.823 -0.52
C -19.903 -20.928 -21.121 0.62
C -20.438 -21.819 -22.302 0.25
C -20.041 -23.250 -22.172 0.73
C -20.550 -24.101 -23.319 -1.12
H -22.708 -20.108 -21.228 0.23
H -22.505 -18.581 -20.277 0.48
H -22.408 -20.137 -19.532 -0.32
H -20.604 -18.918 -21.669 -0.13
H -20.110 -19.016 -20.063 0.48
H -19.916 -21.457 -20.168 -0.53
H -18.827 -20.811 -21.249 -0.01
H -21.514 -21.710 -22.431 0.19
H -19.980 -21.499 -23.238 -0.20
H -18.951 -23.276 -22.190 0.26
H -20.388 -23.640 -21.215 -0.59
H -19.809 -24.115 -24.118 0.34
H -20.787 -25.108 -22.974 0.14
H -21.471 -23.728 -23.768 0.21
C -22.534 -23.163 -15.300 -1.24
C -21.212 -23.622 -15.980 0.18
C -20.296 -22.412 -16.299 -0.03
C -18.940 -22.825 -16.846 -0.44
C -18.271 -21.519 -17.501 -0.10
C -17.022 -21.898 -18.413 -1.24
H -23.130 -23.977 -14.886 0.41
H -23.090 -22.668 -16.095 0.11
H -22.346 -22.455 -14.493 0.37
H -20.694 -24.340 -15.345 0.52
H -21.538 -24.248 -16.811 -0.46
H -20.105 -21.860 -15.379 0.36
H -20.811 -21.762 -17.007 -0.19
H -18.344 -23.266 -16.046 0.50
H -19.109 -23.557 -17.635 -0.03
H -18.942 -21.066 -18.231 -0.18
H -17.997 -20.745 -16.783 0.51
H -17.297 -22.428 -19.325 0.16
H -16.481 -20.990 -18.681 0.38
H -16.305 -22.491 -17.844 0.42


Record 2
90
Properties=species:S:1:pos:R:3:mulliken_charge:R:1 method="wB97M-V/def2-TZVPD" largest_force_ev_per_a=2.08 charge=+1 e_above_lowest_kcal_mol=36.2 spin_multiplicity=1 homo_lumo_gap_ev=7.9
Sn 1.466 0.494 -0.681 1.05
C 2.191 -3.424 0.772 -1.12
Si 1.498 -2.076 1.960 0.49
C -0.411 -2.138 1.904 -0.66
C 2.014 -2.653 3.708 -1.25
C 2.192 -0.380 1.365 -0.57
Si 2.238 1.039 2.669 -0.09
C 3.098 0.626 4.325 -1.15
C 0.462 1.600 3.070 -0.99
C 3.226 2.491 1.903 -0.86
H 1.405 -4.103 0.454 0.22
H 2.957 -4.026 1.249 0.45
H 2.629 -2.980 -0.118 0.24
H -0.772 -3.150 2.065 0.41
H -0.792 -1.801 0.946 -0.03
H -0.852 -1.511 2.670 0.32
H 1.877 -3.726 3.811 0.38
H 1.426 -2.176 4.484 0.33
H 3.057 -2.443 3.915 0.37
H 3.250 -0.573 1.125 0.38
H 2.423 0.116 5.004 0.35
H 3.431 1.534 4.822 0.39
H 3.966 -0.010 4.190 0.35
H -0.017 0.879 3.722 0.49
H -0.138 1.690 2.170 0.06
H 0.448 2.561 3.571 0.59
H 4.290 2.280 1.875 0.37
H 3.097 3.399 2.481 0.38
H 2.902 2.698 0.883 0.06
C 4.259 1.891 -3.669 -0.82
N 4.969 0.641 -3.506 0.12
C 6.229 0.524 -4.202 -0.88
C 4.472 -0.347 -2.783 0.08
O 3.386 -0.343 -2.208 -0.67
H 4.972 2.673 -3.909 0.37
H 3.740 2.144 -2.743 0.17
H 3.523 1.820 -4.474 0.28
H 6.888 1.342 -3.911 0.34
H 6.071 0.577 -5.280 0.34
H 6.708 -0.420 -3.959 0.28
H 5.124 -1.232 -2.733 0.35
C -4.239 -6.287 -2.788 -1.47
C -3.084 -5.390 -2.480 0.94
C -1.848 -5.917 -2.117 -0.74
C -0.766 -5.092 -1.867 -0.63
C -0.917 -3.720 -1.985 0.15
C -2.145 -3.173 -2.312 -0.38
C -3.222 -4.006 -2.557 -0.68
S 0.549 -2.684 -1.797 0.50
C 0.841 -2.546 -3.597 -0.96
O 0.022 -1.315 -1.447 -0.42
H -4.004 -7.320 -2.543 0.36
H -4.477 -6.231 -3.851 0.32
H -5.125 -5.976 -2.237 0.36
H -1.733 -6.986 -2.030 0.34
H 0.188 -5.511 -1.582 0.43
H -2.244 -2.098 -2.361 0.44
H -4.180 -3.578 -2.819 0.42
H -0.008 -2.054 -4.061 0.35
H 0.970 -3.543 -4.001 0.47
H 1.742 -1.961 -3.741 0.13
C -3.274 1.322 3.237 -0.79
C -4.263 2.452 3.383 -0.62
S -3.788 3.829 2.299 1.16
O -2.355 3.968 2.318 -0.48
O -4.576 4.983 2.594 -0.68
C -4.284 3.245 0.619 -0.69
C -3.567 4.056 -0.451 -1.22
N -2.144 3.789 -0.433 0.34
C -1.555 2.625 -0.782 0.57
N -0.269 2.618 -0.470 0.28
C -0.007 3.808 0.114 -0.98
C -1.156 4.557 0.144 -0.24
N -1.286 5.886 0.619 1.28
O -0.314 6.342 1.171 -0.65
O -2.317 6.484 0.395 -0.66
C -2.220 1.511 -1.495 -1.44
H -3.492 0.525 3.942 0.48
H -2.273 1.695 3.428 0.09
H -3.292 0.900 2.235 0.23
H -4.267 2.853 4.393 0.40
H -5.277 2.186 3.099 0.38
H -5.356 3.405 0.566 0.58
H -4.046 2.187 0.558 0.37
H -3.726 5.121 -0.262 0.46
H -3.960 3.809 -1.443 0.46
H 0.962 4.073 0.484 0.63
H -3.042 1.865 -2.114 0.44
H -2.598 0.773 -0.789 0.25
H -1.481 1.015 -2.125 0.19


Number 1: HOMO -0.38646 Eh. Number 2: HOMO -0.37582 Eh.